Record 1
C9H23CeO3S4SeSi as an isolated structure in a non-equilibrium geometry. Source: the Open Molecules 2025 dataset; level of theory: wB97M-V/def2-TZVPD.

Results
M: 554.7 g mol⁻¹
HOMO (spin up / spin down): -7.382 / -7.510 eV
Kohn-Sham gap (spin up / spin down): 7.43 / 7.56 eV
Spin multiplicity: 2

Each line ends with the Mulliken charge.
Element x y z (Å)
Ce (-5.855232, 11.740292, -1.865473)  0.544
C (-4.870305, 8.141866, -1.535051)  -0.959
O (-5.644545, 9.156000, -0.941649)  0.138
C (-6.910211, 8.753896, -0.355100)  -0.588
C (-7.256891, 9.738489, 0.766508)  -0.415
O (-7.174011, 11.006473, 0.226327)  -0.176
C (-7.200654, 12.087392, 1.108406)  -0.841
C (-5.814591, 12.328341, 1.691027)  -0.535
O (-4.912983, 12.079111, 0.625061)  0.058
C (-3.534754, 12.097292, 0.974224)  -0.803
H (-5.508836, 7.393700, -2.026787)  0.307
H (-4.431930, 7.618760, -0.689845)  0.317
H (-4.112243, 8.580461, -2.187464)  0.274
H (-6.819941, 7.800745, 0.131808)  0.517
H (-7.609859, 8.896823, -1.150095)  0.147
H (-6.492338, 9.630216, 1.547638)  0.304
H (-8.233639, 9.539534, 1.177525)  0.316
H (-7.952291, 11.949251, 1.857743)  0.514
H (-7.511983, 12.880794, 0.468354)  0.278
H (-5.483736, 11.724634, 2.550013)  0.472
H (-5.837886, 13.377044, 1.977923)  0.401
H (-3.481024, 11.525906, 1.861748)  0.351
H (-3.251049, 13.143191, 1.137714)  0.290
H (-2.946727, 11.651051, 0.143120)  0.180
S (-8.225435, 10.564920, -2.917453)  -0.337
S (-7.007780, 11.272358, -4.417557)  -0.080
S (-5.190705, 10.214524, -4.172948)  -0.140
S (-3.821495, 11.742286, -3.710397)  -0.271
C (-7.005965, 17.112607, -3.921484)  -1.173
Si (-7.092433, 15.268848, -3.675600)  0.715
C (-6.291094, 14.552000, -5.180708)  -0.823
C (-8.910925, 14.810722, -3.679174)  -1.008
Se (-6.069073, 14.555665, -1.752092)  -0.584
H (-7.787115, 17.493153, -4.554235)  0.325
H (-5.994732, 17.405484, -4.258577)  0.297
H (-7.126695, 17.614612, -3.010172)  0.338
H (-7.066874, 14.452095, -5.901130)  0.298
H (-5.687561, 13.624163, -5.124960)  0.145
H (-5.551224, 15.261014, -5.577645)  0.333
H (-9.339966, 15.170844, -4.644847)  0.300
H (-9.412188, 15.398046, -2.880316)  0.271
H (-9.189031, 13.810190, -3.432083)  0.305

Atoms 1-3, force components in eV/Å:
Ce -0.4 -0.3 0.2
C -0.4 -1.0 0.8
O -0.7 1.3 0.5


Record 2
C32H25I2N6O2V as an isolated structure in a non-equilibrium geometry. Source: the Open Molecules 2025 dataset; level of theory: wB97M-V/def2-TZVPD.

Results
Total charge: +1
M: 830.3 g mol⁻¹
HOMO (spin up / spin down): -9.126 / -9.353 eV
Kohn-Sham gap (spin up / spin down): 5.83 / 5.80 eV
Spin multiplicity: 4

Each line ends with the Mulliken charge.
Element x y z (Å)
V (0.722228, 1.799180, 0.603809)  0.082
C (0.998280, 5.007558, -2.438592)  -0.892
C (0.042758, 5.899131, -1.995854)  -0.478
C (-0.672376, 5.551252, -0.888254)  -1.111
C (-0.509539, 4.330112, -0.254613)  1.283
N (0.456642, 3.508546, -0.705896)  0.780
C (1.158350, 3.845247, -1.771338)  -0.037
C (-1.359153, 3.934450, 0.846851)  0.061
C (-2.501087, 4.600432, 1.210080)  -1.115
C (-3.254046, 3.970428, 2.167271)  -1.006
C (-2.819795, 2.779679, 2.742072)  -0.598
C (-1.688090, 2.159049, 2.279060)  -0.096
N (-0.941341, 2.750299, 1.364658)  0.793
C (-1.089401, 0.855885, 2.702862)  0.832
C (-1.841980, -0.086279, 3.469478)  -1.106
C (-1.201104, -1.199961, 3.921836)  -0.535
C (0.094329, -1.469030, 3.571265)  -0.925
C (0.751316, -0.596946, 2.684358)  -0.097
N (0.128943, 0.517325, 2.293497)  0.394
H (1.611522, 5.226335, -3.302670)  0.440
H (-0.243170, 6.819042, -2.525409)  0.413
H (-1.428532, 6.212240, -0.498600)  0.382
H (1.963919, 3.195160, -2.211317)  0.286
H (-2.803195, 5.488433, 0.759109)  0.567
H (-4.132261, 4.454942, 2.568486)  0.435
H (-3.477491, 2.341382, 3.476309)  0.435
H (-2.863292, 0.131338, 3.720167)  0.420
H (-1.708533, -1.954702, 4.476139)  0.458
H (0.555327, -2.347742, 3.887071)  0.520
H (1.779831, -0.793821, 2.305907)  0.455
I (3.044115, 2.818053, 2.143971)  0.158
C (2.465451, 4.145137, 3.785627)  -0.897
I (0.392197, 4.470998, 4.248903)  0.082
H (2.931814, 5.087722, 3.577636)  0.478
H (2.924967, 3.602586, 4.596282)  0.421
C (0.937303, -6.655110, 1.330182)  -0.819
O (-0.218029, -6.150489, 0.620086)  -0.444
C (-0.108702, -5.462776, -0.556651)  0.796
C (-1.205354, -5.374528, -1.423810)  -0.724
C (-0.998464, -4.853072, -2.674574)  -0.207
C (0.200760, -4.196255, -2.971485)  0.038
C (1.211907, -4.222635, -2.086370)  -0.452
C (1.060360, -4.899750, -0.919680)  -0.230
N (0.407805, -3.755296, -4.282236)  -0.369
N (0.834678, -2.594913, -4.487746)  -0.498
C (1.128419, -1.597215, -3.463149)  -0.280
C (2.472324, -1.173414, -3.399806)  -0.247
C (2.876970, -0.276864, -2.402363)  -0.979
C (1.965300, 0.256062, -1.502210)  1.061
O (2.274825, 1.081489, -0.541348)  -0.662
C (0.568613, -0.089961, -1.592758)  -0.031
N (-0.347852, 0.550259, -0.753648)  0.191
C (-1.592791, 0.180709, -0.838912)  0.115
C (-2.004995, -0.889479, -1.625453)  -1.579
C (-1.109675, -1.508085, -2.486078)  -0.490
C (0.197054, -1.082762, -2.549580)  0.500
H (0.534220, -7.132755, 2.272008)  0.237
H (1.645084, -5.883086, 1.591823)  0.311
H (1.459691, -7.398456, 0.773763)  0.379
H (-2.212008, -5.813992, -1.197873)  0.388
H (-1.767838, -4.846438, -3.456209)  0.447
H (2.197650, -3.837725, -2.340866)  0.434
H (1.995646, -5.213807, -0.407730)  0.270
H (3.214188, -1.549102, -4.167315)  0.363
H (3.861661, -0.013243, -2.199489)  0.643
H (-2.361952, 0.691570, -0.257383)  0.458
H (-3.038826, -1.105876, -1.707882)  0.476
H (-1.565592, -2.236462, -3.105387)  0.624

Atoms 1-3, force components in eV/Å:
V 0.6 0.0 -0.6
C -0.2 1.7 -1.1
C -0.3 0.6 -0.7


Record 3
C34H48MnN7O3P2S5Sb as an isolated structure. Source: the Open Molecules 2025 dataset; level of theory: wB97M-V/def2-TZVPD.

Results
Total charge: -2
M: 1001.8 g mol⁻¹
HOMO (spin up / spin down): -0.680 / -2.701 eV
Kohn-Sham gap (spin up / spin down): 4.73 / 6.19 eV
Spin multiplicity: 6

Each line ends with the Mulliken charge.
Element x y z (Å)
Mn (-0.743178, -0.461354, 1.212397)  -0.654
C (-1.870972, -3.774108, 0.475911)  -1.261
P (-2.008613, -2.020315, -0.018734)  2.390
C (-1.185490, -2.063279, -1.661894)  -0.327
N (-1.877766, -2.527757, -2.705667)  -0.174
C (-1.204311, -2.525322, -3.900120)  -0.170
C (-1.872194, -2.908555, -5.070268)  -0.442
C (-1.228074, -2.925138, -6.297945)  -0.534
C (0.111424, -2.553139, -6.382439)  -0.679
C (0.795733, -2.172366, -5.239433)  -0.148
C (0.166396, -2.149378, -3.984631)  -0.315
N (0.879014, -1.781517, -2.878894)  -0.169
C (0.161344, -1.709803, -1.736656)  -0.166
P (0.996971, -1.341732, -0.168929)  0.999
C (1.738760, -2.973460, 0.225943)  -1.397
C (2.564878, -0.336626, -0.378574)  2.467
C (3.254873, -0.348508, 0.996508)  -2.017
C (2.217222, 1.098874, -0.770330)  -1.084
C (3.539801, -0.901763, -1.417968)  -1.945
C (-3.878982, -1.886096, -0.147437)  1.630
C (-4.449538, -1.993506, 1.274224)  -1.338
C (-4.329313, -0.566095, -0.762697)  -1.711
C (-4.465175, -3.046770, -0.963016)  -1.867
H (-2.082161, -4.382348, -0.405305)  0.430
H (-2.556942, -4.016296, 1.285458)  0.264
H (-0.880574, -3.984708, 0.858898)  0.141
H (-2.915106, -3.186626, -4.978822)  0.422
H (-1.768829, -3.221488, -7.189375)  0.360
H (0.619711, -2.563298, -7.340128)  0.359
H (1.840714, -1.886632, -5.277837)  0.437
H (2.424070, -3.236014, -0.581240)  0.387
H (0.957974, -3.722866, 0.269195)  0.301
H (2.254224, -2.967550, 1.183141)  0.372
H (2.556141, -0.175801, 1.815633)  -0.126
H (4.009207, 0.445271, 1.014583)  0.565
H (3.768154, -1.291634, 1.179679)  0.468
H (1.475617, 1.555406, -0.114220)  -0.194
H (1.831545, 1.130937, -1.786923)  -0.553
H (3.134705, 1.696782, -0.749469)  0.815
H (3.988829, -1.839076, -1.084330)  0.467
H (4.349609, -0.176455, -1.551031)  0.562
H (3.050536, -1.078967, -2.373603)  0.139
H (-4.137024, -1.168425, 1.909742)  0.129
H (-4.204057, -2.929295, 1.772540)  0.265
H (-5.539831, -1.941941, 1.188525)  0.543
H (-3.977860, 0.287151, -0.181046)  0.079
H (-5.424639, -0.555735, -0.763262)  0.667
H (-3.979007, -0.456670, -1.782195)  0.273
H (-4.303665, -4.006221, -0.470560)  0.357
H (-4.050855, -3.089012, -1.967091)  0.222
H (-5.546408, -2.886569, -1.020265)  0.558
S (-2.849817, -4.493443, 4.068821)  -0.650
Sb (-1.836827, -2.480942, 4.471212)  0.577
S (-0.184469, -2.055166, 2.713832)  -0.299
S (-2.421534, 0.513144, 2.426645)  -0.681
S (-0.730042, -2.245663, 6.462328)  -0.665
N (3.237121, 3.248702, -4.811353)  -0.642
C (2.105837, 2.914722, -4.048055)  0.996
C (1.442854, 1.710374, -4.251659)  -0.358
C (0.357981, 1.366304, -3.461876)  -0.827
C (-0.074465, 2.220536, -2.457269)  -0.886
C (0.567969, 3.435835, -2.262317)  0.046
C (1.656146, 3.774871, -3.046256)  -1.042
S (-1.507215, 1.749986, -1.513180)  1.322
O (-1.952955, 0.555489, -2.178588)  -0.603
O (-2.368796, 2.908166, -1.500698)  -0.785
N (-1.122643, 1.336307, 0.004699)  0.333
C (-1.217469, 2.406480, 0.904238)  -1.539
N (-0.597880, 3.527075, 0.733732)  0.005
C (-0.813683, 4.546383, 1.643255)  -0.839
C (-1.718435, 4.392466, 2.689715)  -0.772
C (-2.314847, 3.178905, 2.879891)  -0.308
N (-2.006743, 2.142011, 2.004212)  0.783
H (3.279500, 2.769092, -5.697078)  0.230
H (3.366086, 4.241486, -4.928505)  0.232
H (1.777158, 1.027320, -5.024407)  0.394
H (-0.148509, 0.425376, -3.616284)  0.661
H (0.223203, 4.087954, -1.475267)  0.570
H (2.167958, 4.716842, -2.881312)  0.300
H (-0.302461, 5.479997, 1.453023)  0.405
H (-1.943135, 5.210794, 3.362938)  0.370
H (-3.001632, 2.934524, 3.673838)  0.441
O (0.709026, 0.926448, 2.084515)  1.873
C (1.080562, 1.712953, 2.953730)  -1.742
C (2.407890, 2.421991, 2.831178)  -0.107
C (3.252705, 2.049223, 4.069465)  -1.017
C (2.967974, 0.642905, 4.646751)  -0.110
C (1.810482, 0.561156, 5.657289)  -0.875
C (0.430347, 0.719338, 5.025386)  0.382
N (0.440986, 1.901051, 4.148499)  0.532
H (2.252202, 3.500514, 2.744214)  0.526
H (2.876844, 2.080254, 1.908699)  -0.107
H (3.094103, 2.783630, 4.866346)  0.374
H (4.307644, 2.126673, 3.795925)  0.504
H (3.875479, 0.291952, 5.144648)  0.461
H (2.780108, -0.064272, 3.832036)  -0.084
H (1.961898, 1.339495, 6.418733)  0.298
H (1.827098, -0.401751, 6.169536)  0.412
H (-0.360197, 0.810789, 5.768009)  0.479
H (0.193705, -0.140475, 4.404279)  -0.841
H (0.815998, 2.707992, 4.632444)  0.472

Atoms 1-3, force components in eV/Å:
Mn -0.3 0.8 -0.1
C 0.1 0.0 0.0
P 0.0 -0.1 -0.1


Record 4
A 14-piece molecular cluster, C10H48N20O14 overall in a non-equilibrium geometry. Source: the Open Molecules 2025 dataset; level of theory: wB97M-V/def2-TZVPD.

Results
M: 672.6 g mol⁻¹
HOMO: -9.085 eV
Kohn-Sham gap: 8.84 eV

Each line ends with the Mulliken charge.
Element x y z (Å)
C (-3.699563, 0.950592, 2.550315)  0.540
O (-2.703232, 0.495701, 1.966529)  -0.615
N (-3.498924, 2.081693, 3.280901)  -0.366
N (-4.942983, 0.392842, 2.483034)  -0.390
H (-2.542313, 2.367691, 3.334252)  0.139
H (-4.261916, 2.633326, 3.620910)  0.157
H (-5.705534, 1.017672, 2.668021)  0.168
H (-5.120363, -0.495353, 2.083058)  0.172
C (-3.390852, -2.892756, 3.263278)  0.552
O (-2.546640, -3.022958, 4.191597)  -0.723
N (-2.957971, -2.950761, 1.927765)  -0.063
N (-4.800773, -2.873217, 3.466347)  -0.353
H (-1.955054, -3.081640, 1.846684)  0.092
H (-3.536687, -2.813957, 1.133901)  0.179
H (-5.309024, -2.862044, 2.610369)  0.188
H (-5.247268, -3.008897, 4.343257)  0.208
C (0.670085, 1.789624, -5.497338)  0.497
O (1.622824, 1.495387, -6.254782)  -0.637
N (0.330098, 3.100236, -5.107823)  -0.349
N (-0.094301, 0.775361, -4.841642)  -0.621
H (-0.495069, 3.280953, -4.580122)  0.229
H (0.902066, 3.854760, -5.432782)  0.203
H (0.419987, -0.106571, -4.960304)  0.463
H (-0.210697, 1.024496, -3.867867)  0.246
C (-1.567140, 3.988766, -1.122285)  0.539
O (-2.312921, 3.318441, -0.380571)  -0.674
N (-0.476084, 3.443134, -1.807809)  -0.041
N (-1.688567, 5.408931, -1.170461)  -0.472
H (0.134701, 4.057600, -2.294351)  0.144
H (-0.329610, 2.451047, -1.781513)  -0.051
H (-2.414963, 5.632505, -0.489973)  0.281
H (-0.957534, 6.034266, -1.417253)  0.203
C (3.069107, 2.110705, 1.806387)  0.511
O (4.272847, 1.877713, 1.506945)  -0.699
N (2.680838, 3.259900, 2.514019)  -0.289
N (2.120948, 1.083851, 1.855804)  0.191
H (3.377730, 3.937203, 2.724130)  0.206
H (1.683304, 3.388048, 2.551115)  0.449
H (1.181969, 1.213916, 2.164570)  0.128
H (2.425172, 0.234343, 1.435032)  -0.184
C (-0.094208, -1.722791, -0.131596)  0.162
O (-0.659467, -2.699503, 0.430554)  -0.610
N (0.765386, -1.886821, -1.205661)  0.078
N (-0.358697, -0.423285, 0.278957)  0.392
H (1.269053, -2.722075, -1.415387)  0.167
H (1.149783, -1.018327, -1.551762)  -0.149
H (-1.059141, -0.326516, 1.024347)  -0.028
H (0.098053, 0.381331, -0.100018)  0.016
C (-0.539227, 3.526509, 2.964080)  0.209
O (-0.195065, 3.197612, 4.110904)  -0.628
N (-1.015895, 2.651652, 1.983979)  0.314
N (-0.212716, 4.798770, 2.436909)  -0.286
H (-1.129938, 1.644712, 2.150147)  -0.118
H (-1.171831, 2.986642, 1.024083)  -0.090
H (-0.394146, 5.073131, 1.497322)  0.133
H (0.205098, 5.467638, 3.056562)  0.241
C (2.713340, 1.742874, -2.572659)  0.411
O (1.649712, 1.409883, -2.032957)  -0.059
N (3.288773, 2.972323, -2.328198)  -0.410
N (3.429697, 0.916078, -3.413960)  -0.351
H (4.138982, 3.196992, -2.797214)  0.139
H (2.847550, 3.633347, -1.730012)  0.209
H (4.193848, 1.275247, -3.936357)  0.200
H (2.847456, 0.088676, -3.557396)  0.058
C (-2.079595, -5.339315, -1.920578)  0.492
O (-2.470630, -5.991004, -2.908741)  -0.665
N (-2.493358, -4.025813, -1.681295)  -0.249
N (-1.278999, -5.831790, -0.906491)  -0.270
H (-2.437950, -3.716301, -0.730807)  0.133
H (-3.022106, -3.538109, -2.367603)  0.190
H (-0.923564, -5.185370, -0.214932)  0.151
H (-0.788054, -6.691315, -0.791480)  0.208
C (1.257735, -1.688750, 4.102412)  0.592
O (2.382595, -1.791588, 3.657501)  -0.648
N (0.155994, -1.785858, 3.263993)  0.153
N (0.944240, -1.387398, 5.401118)  -0.416
H (0.304498, -2.213079, 2.370545)  -0.191
H (-0.741747, -1.895355, 3.720514)  0.098
H (0.110939, -0.945444, 5.736349)  0.176
H (1.656046, -1.335557, 6.105777)  0.229
O (1.820300, -5.159706, -0.344147)  -0.610
H (1.624320, -4.482674, 0.327616)  0.288
H (2.736617, -5.419409, -0.173986)  0.294
O (1.704551, -1.368224, -4.860324)  -0.680
H (2.291012, -2.037536, -4.372124)  0.357
H (2.293341, -0.950925, -5.512822)  0.298
O (3.601770, -2.817291, -3.710358)  -0.636
H (4.377453, -3.245443, -4.099393)  0.280
H (3.429185, -3.306862, -2.886277)  0.299
O (3.899578, -1.919636, -0.481536)  -0.625
H (3.515041, -1.208775, 0.043494)  0.292
H (4.238704, -1.478118, -1.272440)  0.301

Atoms 1-3, force components in eV/Å:
C 1.7 0.0 -0.8
O -0.8 -1.0 0.3
N -1.5 -0.7 0.1